C24H42BCl2 | the ωB97M-V functional and the def2-TZVPD basis

E_HOMO: -5.21 eV
Orbital gap: 7.98 eV
Net charge: -1

Atoms and positions in Å:
C1 2.114 -0.057 2.463
C2 3.595 -0.389 2.817
C3 4.086 -1.583 1.935
C4 4.945 -1.150 0.735
C5 4.173 -0.386 -0.391
C6 4.699 1.056 -0.616
C7 3.826 2.169 0.002
C8 2.570 2.448 -0.898
C9 1.291 2.752 -0.067
C10 0.216 1.645 -0.251
C11 -1.255 2.156 -0.350
C12 -2.111 1.736 0.885
C13 -3.436 1.010 0.483
B1 -3.437 -0.599 0.837
C14 -3.147 -1.568 -0.478
C15 -1.694 -1.640 -0.862
C16 -0.708 -2.272 -0.115
C17 0.582 -2.304 -0.577
C18 0.963 -1.737 -1.773
C19 -0.002 -1.096 -2.529
C20 0.287 -0.417 -3.854
C21 -1.299 -1.060 -2.061
C22 -4.849 -1.148 1.530
Cl1 -5.402 -0.109 2.913
C23 -5.972 -1.454 0.523
C24 -6.315 -0.287 -0.405
Cl2 -7.531 -1.817 1.457
H1 2.113 0.482 1.518
H2 1.567 -1.001 2.384
H3 1.656 0.549 3.252
H4 4.206 0.486 2.572
H5 3.652 -0.675 3.871
H6 4.697 -2.204 2.608
H7 3.233 -2.202 1.633
H8 5.813 -0.571 1.076
H9 5.370 -2.069 0.305
H10 3.090 -0.441 -0.240
H11 4.377 -0.954 -1.308
H12 5.706 1.154 -0.192
H13 4.737 1.230 -1.698
H14 3.553 1.989 1.044
H15 4.423 3.092 -0.043
H16 2.469 1.570 -1.546
H17 2.784 3.304 -1.550
H18 1.545 2.820 0.999
H19 0.875 3.713 -0.385
H20 0.245 0.877 0.526
H21 0.439 1.133 -1.194
H22 -1.679 1.713 -1.260
H23 -1.299 3.241 -0.516
H24 -1.539 1.156 1.614
H25 -2.388 2.678 1.386
H26 -3.583 1.106 -0.609
H27 -4.256 1.577 0.943
H28 -2.574 -0.784 1.686
H29 -3.707 -1.184 -1.340
H30 -3.480 -2.592 -0.239
H31 -0.969 -2.757 0.823
H32 1.351 -2.822 -0.001
H33 1.980 -1.783 -2.158
H34 1.187 -0.832 -4.320
H35 -0.540 -0.616 -4.548
H36 0.354 0.673 -3.750
H37 -2.058 -0.550 -2.656
H38 -4.587 -2.111 1.988
H39 -5.762 -2.350 -0.060
H40 -6.135 0.679 0.076
H41 -7.356 -0.343 -0.736
H42 -5.697 -0.279 -1.312

Atom charges from the Mulliken analysis, given in e for atoms 1 to 4: atom 1 (C): -0.467, atom 2 (C): -0.597, atom 3 (C): -0.522, atom 4 (C): -1.155

C24H42Br4GeN3O7RbSb | the ωB97M-V functional and the def2-TZVPD basis

ΔE to the lowest compared entry with this formula, charge and spin: 0.649 eV
E_HOMO (alpha / beta): -2.58 / -2.58 eV
Multiplicity: 2
Orbital gap (alpha / beta): 6.12 / 5.65 eV
Net charge: -2
⟨S²⟩: 0.7680

Atoms and positions in Å:
Rb1 -0.832 1.412 0.279
C1 2.193 -0.171 5.065
C2 1.203 -0.539 3.957
C3 0.499 -1.842 4.329
C4 0.168 0.574 3.799
O1 1.875 -0.777 2.730
Ge1 3.345 0.153 2.075
O2 3.291 -0.851 0.479
C5 4.240 -1.844 0.141
C6 5.649 -1.507 0.649
C7 4.285 -1.939 -1.384
C8 3.795 -3.185 0.731
O3 2.301 1.542 1.410
C9 2.937 2.667 0.800
C10 4.165 3.139 1.594
C11 3.360 2.317 -0.630
C12 1.929 3.811 0.768
H1 1.678 -0.061 6.023
H2 2.957 -0.948 5.157
H3 2.698 0.771 4.833
H4 0.008 -1.762 5.303
H5 -0.261 -2.086 3.581
H6 1.226 -2.658 4.361
H7 -0.320 0.802 4.751
H8 0.635 1.480 3.410
H9 -0.602 0.258 3.092
H10 5.936 -0.506 0.314
H11 5.690 -1.519 1.739
H12 6.374 -2.230 0.260
H13 4.556 -0.968 -1.803
H14 5.019 -2.683 -1.707
H15 3.308 -2.214 -1.785
H16 3.693 -3.090 1.815
H17 2.820 -3.464 0.323
H18 4.513 -3.981 0.509
H19 4.989 2.424 1.535
H20 4.515 4.102 1.209
H21 3.898 3.256 2.648
H22 4.041 1.463 -0.628
H23 2.484 2.043 -1.224
H24 3.854 3.170 -1.107
H25 1.546 4.026 1.767
H26 2.400 4.713 0.364
H27 1.076 3.579 0.134
Br1 -5.460 1.685 -5.622
C13 -3.931 1.710 -4.514
C14 -2.662 2.094 -5.071
Br2 -2.553 2.558 -6.899
C15 -1.544 2.123 -4.286
Br3 0.154 2.604 -4.953
C16 -1.562 1.770 -2.875
O4 -0.551 1.808 -2.167
C17 -2.892 1.398 -2.292
O5 -2.992 1.158 -1.086
C18 -4.030 1.377 -3.193
Br4 -5.669 0.915 -2.389
C19 0.111 -1.186 -4.039
O6 0.763 -1.270 -2.777
C20 -0.008 -1.648 -1.719
O7 -1.148 -2.061 -1.824
N1 0.695 -1.486 -0.591
N2 0.112 -1.753 0.663
H28 0.515 -1.955 -4.700
H29 0.323 -0.199 -4.452
H30 -0.961 -1.323 -3.931
H31 1.660 -1.154 -0.572
H32 0.786 -1.417 1.366
H33 0.041 -2.759 0.795
N3 -2.147 5.021 1.868
C21 -1.725 3.986 1.525
C22 -3.342 -2.557 2.313
Sb1 -3.166 -1.086 0.709
C23 -4.707 0.155 1.596
C24 -4.557 -2.173 -0.541
H34 -4.390 -2.841 2.446
H35 -2.966 -2.132 3.247
H36 -2.756 -3.450 2.080
H37 -5.508 -0.461 2.015
H38 -5.104 0.809 0.819
H39 -4.279 0.782 2.382
H40 -5.582 -1.933 -0.253
H41 -4.378 -3.243 -0.422
H42 -4.401 -1.905 -1.586

Atom charges from the Mulliken analysis, given in e for atoms 1 to 4: atom 1 (Rb): 1.079, atom 2 (C): -1.926, atom 3 (C): 1.816, atom 4 (C): -1.582

C24H42CaCl3N4O3SSi | the ωB97M-V functional and the def2-TZVPD basis

ΔE to the lowest compared entry with this formula, charge and spin: 0.806 eV
E_HOMO: -4.46 eV
Orbital gap: 6.97 eV
Net charge: -1

Atoms and positions in Å:
C1 1.874 3.207 -4.069
C2 1.078 3.467 -2.818
H1 1.996 4.123 -4.663
H2 1.438 2.467 -4.750
H3 2.887 2.850 -3.822
C3 0.598 4.688 -2.542
C4 0.674 5.883 -3.443
H4 0.220 4.930 -1.562
H5 0.280 5.687 -4.447
H6 1.695 6.277 -3.510
H7 0.066 6.696 -3.032
Ca1 -0.807 -2.185 1.199
Cl1 1.928 -1.662 1.689
Cl2 -1.362 -4.081 -0.528
H8 -0.176 -7.448 2.607
H9 2.710 -6.637 2.111
C5 -0.301 -6.656 1.857
C6 2.080 -6.229 1.307
N1 0.824 -5.751 1.852
H10 -1.232 -6.122 2.064
C7 0.797 -4.549 2.416
O1 -0.236 -3.927 2.763
H11 2.613 -5.374 0.865
H12 1.785 -4.085 2.532
H13 -0.373 -7.137 0.879
H14 1.880 -7.002 0.561
H15 -2.007 -0.099 -2.836
H16 -2.416 2.306 -2.295
C8 -2.986 -0.315 -2.379
C9 -3.306 2.022 -1.692
N2 -3.207 0.626 -1.293
H17 -3.016 -1.337 -1.977
C10 -3.188 0.210 -0.008
O2 -2.943 -0.955 0.373
H18 -3.378 2.672 -0.801
H19 -3.399 1.021 0.719
H20 -3.754 -0.169 -3.155
H21 -4.193 2.166 -2.337
O3 0.354 1.197 -2.511
C11 0.976 2.217 -1.873
C12 -0.688 3.284 -0.275
C13 0.403 2.442 -0.445
H22 -1.169 3.682 -1.171
C14 -1.092 3.684 1.005
H23 2.036 1.988 -1.626
C15 0.949 1.824 0.705
H24 -1.936 4.375 1.074
C16 -0.408 3.233 2.138
C17 0.543 2.218 1.986
H25 1.720 1.057 0.593
H26 -0.605 3.667 3.120
H27 0.964 1.709 2.870
Si1 0.797 -1.065 -2.656
Cl3 -0.151 -0.578 -0.595
C18 -0.526 -2.091 -3.529
C19 2.068 -2.271 -1.912
C20 1.815 -0.058 -3.863
H28 -1.535 -1.686 -3.448
H29 -0.551 -3.104 -3.098
H30 -0.293 -2.163 -4.600
H31 1.159 0.602 -4.450
H32 2.389 -0.690 -4.562
H33 2.541 0.535 -3.275
H34 2.676 -1.779 -1.137
H35 2.777 -2.657 -2.684
H36 1.553 -3.125 -1.439
C21 -1.412 1.625 5.587
N3 -0.456 0.539 5.375
C22 0.713 0.381 6.097
C23 1.412 -0.636 5.512
N4 0.658 -1.071 4.441
C24 -0.495 -0.341 4.319
S1 -1.734 -0.412 3.185
H37 -0.916 2.592 5.403
H38 -2.236 1.485 4.877
H39 -1.768 1.580 6.635
H40 0.953 1.015 6.934
H41 2.352 -1.104 5.771
H42 1.018 -1.680 3.683

Atom charges from the Mulliken analysis, given in e for atoms 1 to 4: atom 1 (C): -1.524, atom 2 (C): 0.349, atom 3 (H): 0.467, atom 4 (H): 0.202

C24H42Cl12N6 | the ωB97M-V functional and the def2-TZVPD basis

ΔE to the lowest compared entry with this formula, charge and spin: 0.090 eV
E_HOMO: -10.59 eV
Orbital gap: 10.48 eV
SMILES string: ClCCCl.ClCCCl.ClCCCl.ClCCCl.ClCCCl.ClCCCl.CC#N.CC#N.CC#N.CC#N.CC#N.CC#N

Atoms and positions in Å:
Cl1 5.344 -0.876 -1.815
C1 4.547 -0.949 -0.214
C2 4.519 0.360 0.496
Cl2 3.686 1.503 -0.581
H1 5.176 -1.660 0.321
H2 3.552 -1.393 -0.223
H3 5.583 0.574 0.591
H4 4.100 0.452 1.498
Cl3 -0.988 3.573 -2.500
C3 0.130 4.439 -1.417
C4 -0.546 5.547 -0.696
Cl4 -1.623 4.828 0.477
H5 0.838 4.875 -2.122
H6 0.737 3.773 -0.804
H7 -1.034 6.173 -1.443
H8 0.200 6.028 -0.063
Cl5 -0.519 -0.072 -6.396
C5 -1.855 -1.122 -5.760
C6 -2.348 -0.584 -4.369
Cl6 -3.289 0.922 -4.625
H9 -1.396 -2.110 -5.706
H10 -2.628 -1.122 -6.529
H11 -1.538 -0.302 -3.696
H12 -2.956 -1.335 -3.864
Cl7 -3.076 1.347 5.050
C7 -1.743 2.588 4.999
C8 -1.126 2.767 3.678
Cl8 0.084 4.029 3.717
H13 -0.953 2.235 5.662
H14 -2.167 3.509 5.398
H15 -1.836 3.100 2.922
H16 -0.676 1.842 3.317
Cl9 5.704 -0.407 3.745
C9 4.631 -1.537 4.599
C10 3.513 -1.945 3.641
Cl10 4.148 -2.963 2.322
H17 4.274 -1.033 5.496
H18 5.261 -2.383 4.873
H19 2.979 -1.098 3.211
H20 2.872 -2.619 4.210
Cl11 -2.331 0.317 1.045
C11 -1.037 0.030 -0.229
C12 0.271 0.677 0.214
Cl12 1.026 -0.380 1.473
H21 -1.413 0.370 -1.194
H22 -0.882 -1.038 -0.381
H23 0.071 1.694 0.552
H24 0.981 0.725 -0.611
C13 2.645 1.574 -3.917
C14 2.710 2.812 -4.772
N1 2.717 3.788 -5.426
H25 2.051 1.798 -3.031
H26 3.571 1.168 -3.510
H27 2.105 0.818 -4.487
C15 -1.200 -1.561 3.910
C16 -0.665 -1.523 5.252
N2 -0.264 -1.541 6.348
H28 -0.386 -1.988 3.325
H29 -1.390 -0.502 3.734
H30 -2.073 -2.189 3.729
C17 -4.808 3.504 1.267
C18 -5.281 3.366 2.641
N3 -5.640 3.285 3.747
H31 -4.036 2.760 1.069
H32 -4.478 4.543 1.272
H33 -5.628 3.440 0.553
C19 0.049 -4.236 -0.174
C20 -0.989 -4.021 0.835
N4 -1.848 -3.855 1.628
H34 1.076 -3.983 0.089
H35 -0.054 -3.697 -1.116
H36 0.047 -5.270 -0.521
C21 1.101 -3.090 -4.184
C22 1.220 -1.916 -3.356
N5 1.366 -0.930 -2.778
H37 2.064 -3.160 -4.689
H38 0.234 -3.109 -4.844
H39 0.982 -3.829 -3.391
C23 -3.966 -4.242 -1.024
C24 -2.888 -3.458 -1.591
N6 -1.985 -2.841 -2.059
H40 -4.926 -3.768 -1.232
H41 -3.792 -4.341 0.047
H42 -3.906 -5.159 -1.610

Atom charges from the Mulliken analysis, given in e for atoms 1 to 4: atom 1 (Cl): -0.188, atom 2 (C): -0.323, atom 3 (C): -0.325, atom 4 (Cl): -0.119

C24H42Cl3N4O3RhSSi | the ωB97M-V functional and the def2-TZVPD basis

ΔE to the lowest compared entry with this formula, charge and spin: 0.000 eV
E_HOMO (alpha / beta): -6.68 / -7.39 eV
Multiplicity: 5
Orbital gap (alpha / beta): 7.08 / 5.73 eV
⟨S²⟩: 6.0145

Atoms and positions in Å:
C1 3.021 2.166 -2.403
C2 1.552 2.360 -2.575
H1 3.462 1.668 -3.274
H2 3.222 1.556 -1.521
H3 3.537 3.130 -2.278
C3 0.989 2.728 -3.733
C4 1.758 2.960 -4.990
H4 -0.080 2.882 -3.817
H5 2.534 2.207 -5.154
H6 2.244 3.942 -5.002
H7 1.077 2.927 -5.846
Rh1 -0.007 -0.485 0.856
Cl1 0.989 1.238 2.062
Cl2 1.017 -3.558 1.036
H8 -1.861 -3.369 4.897
H9 0.757 -2.780 6.296
C5 -1.094 -3.702 4.184
C6 1.072 -3.159 5.308
N1 0.086 -2.859 4.280
H10 -1.498 -3.654 3.170
C7 0.161 -1.761 3.530
O1 -0.743 -1.496 2.684
H11 2.029 -2.695 5.043
H12 1.034 -1.106 3.668
H13 -0.792 -4.723 4.434
H14 1.187 -4.251 5.377
H15 1.107 -1.316 -3.319
H16 -1.147 0.110 -4.369
C8 0.326 -2.092 -3.252
C9 -1.631 -0.847 -4.110
N2 -0.969 -1.490 -2.988
H17 0.575 -2.812 -2.461
C10 -1.475 -1.428 -1.747
O2 -0.899 -1.891 -0.731
H18 -2.683 -0.665 -3.860
H19 -2.478 -0.947 -1.683
H20 0.254 -2.597 -4.222
H21 -1.562 -1.505 -4.985
O3 0.562 0.643 -1.510
C11 0.697 1.983 -1.366
C12 -1.694 2.375 -2.109
C13 -0.640 2.721 -1.271
H22 -1.571 1.497 -2.742
C14 -2.850 3.157 -2.127
H23 1.271 2.271 -0.466
C15 -0.774 3.775 -0.366
H24 -3.663 2.889 -2.817
C16 -2.946 4.267 -1.286
C17 -1.921 4.564 -0.386
H25 0.042 3.958 0.339
H26 -3.840 4.894 -1.325
H27 -2.002 5.419 0.291
Si1 2.913 -2.626 0.503
Cl3 1.880 -0.760 -0.187
C18 3.271 -4.238 -0.552
C19 3.440 -2.295 2.312
C20 4.658 -1.985 -0.146
H28 2.500 -4.361 -1.333
H29 3.238 -5.117 0.108
H30 4.256 -4.213 -1.036
H31 4.700 -2.003 -1.244
H32 5.449 -2.648 0.233
H33 4.876 -0.963 0.201
H34 2.953 -1.381 2.684
H35 4.527 -2.132 2.360
H36 3.191 -3.137 2.974
C21 -4.648 2.363 1.062
N3 -3.910 1.761 2.166
C22 -4.233 1.874 3.508
C23 -3.284 1.205 4.207
N4 -2.377 0.720 3.292
C24 -2.751 1.044 2.027
S1 -2.020 0.681 0.545
H37 -4.198 3.318 0.766
H38 -4.651 1.689 0.207
H39 -5.673 2.542 1.406
H40 -5.118 2.408 3.826
H41 -3.161 1.024 5.265
H42 -1.566 0.135 3.481

Atom charges from the Mulliken analysis, given in e for atoms 1 to 4: atom 1 (C): -1.519, atom 2 (C): 0.344, atom 3 (H): 0.361, atom 4 (H): 0.291

C24H42Cu2N2O22S2 | the ωB97M-V functional and the def2-TZVPD basis

E_HOMO: -9.39 eV
Orbital gap: 6.21 eV

Atoms and positions in Å:
Cu1 0.489 7.996 3.461
Cu2 -1.189 5.282 4.530
O1 -0.393 7.255 5.500
C1 0.655 7.704 6.341
C2 1.529 8.917 5.966
O2 2.208 8.850 4.748
H1 1.222 6.822 6.676
H2 0.162 7.790 7.327
H3 2.257 9.141 6.762
H4 0.895 9.817 5.918
C3 2.718 5.225 4.305
N1 3.579 4.040 3.968
O3 4.458 4.240 3.174
O4 3.321 3.000 4.534
H5 3.298 5.662 5.121
H6 1.745 4.918 4.650
H7 2.711 5.998 3.546
C4 5.315 8.525 5.620
N2 5.722 7.087 5.520
O5 6.256 6.722 4.496
O6 5.558 6.390 6.503
H8 4.549 8.608 6.382
H9 4.914 8.807 4.652
H10 6.255 9.006 5.879
O7 3.127 11.169 12.768
C5 2.711 10.646 11.777
O8 2.901 11.231 10.569
C6 2.490 10.371 9.525
C7 2.380 8.983 10.121
C8 2.135 9.251 11.611
H11 3.212 10.412 8.710
H12 1.519 10.727 9.168
H13 3.357 8.502 10.013
H14 1.750 8.220 9.664
H15 2.647 8.552 12.266
H16 1.081 9.249 11.896
O9 2.342 4.214 11.673
C9 2.390 4.471 10.513
O10 2.846 5.662 10.044
C10 2.881 5.680 8.618
C11 2.160 4.418 8.108
C12 2.107 3.523 9.309
H17 3.897 5.639 8.231
H18 2.345 6.535 8.216
H19 2.635 4.026 7.212
H20 1.114 4.675 7.914
H21 2.950 2.831 9.365
H22 1.140 3.041 9.418
O11 -2.042 12.966 11.099
C13 -1.507 12.665 10.059
O12 -0.680 13.520 9.464
C14 0.027 12.889 8.340
C15 -0.882 11.686 8.040
C16 -1.514 11.349 9.360
H23 0.966 12.552 8.775
H24 0.189 13.590 7.528
H25 -0.308 10.888 7.558
H26 -1.569 11.995 7.249
H27 -0.949 10.614 9.936
H28 -2.537 10.996 9.238
O13 -2.367 4.323 6.609
C17 -2.155 5.003 7.585
O14 -1.307 4.635 8.541
C18 -1.355 5.469 9.692
C19 -2.031 6.779 9.239
C20 -2.749 6.363 7.943
H29 -0.336 5.583 10.062
H30 -1.894 4.941 10.480
H31 -1.332 7.599 9.075
H32 -2.705 7.155 10.007
H33 -2.590 7.120 7.176
H34 -3.817 6.368 8.157
C21 2.616 12.170 5.169
C22 2.280 12.347 3.714
O15 1.827 13.696 3.546
S1 2.124 14.596 4.862
O16 0.941 14.827 5.653
O17 2.975 15.711 4.591
O18 3.026 13.447 5.590
H35 3.442 11.470 5.279
H36 1.745 11.757 5.683
H37 1.604 11.605 3.306
H38 3.174 12.291 3.086
C23 3.162 8.995 1.234
C24 2.440 7.938 0.377
O19 3.130 7.880 -0.870
S2 3.878 9.244 -1.149
O20 2.911 10.222 -1.587
O21 5.060 9.039 -1.929
O22 4.232 9.431 0.442
H39 3.494 8.603 2.196
H40 2.439 9.771 1.501
H41 1.392 8.199 0.205
H42 2.382 6.930 0.789

Atom charges from the Mulliken analysis, given in e for atoms 1 to 4: atom 1 (Cu): 0.181, atom 2 (Cu): 0.617, atom 3 (O): -0.892, atom 4 (C): 1.775

Record order is preserved below.
Largest force on an atom: 1.66 2.21 1.61 5.06 4.76 2.60 eV/Å